[1]
DFT (the ωB97M-V functional and the def2-TZVPD basis) results for C40H31F5N5O3P2PtSe2 as an isolated structure.

```
! wB97M-V def2-TZVPD RIJCOSX def2/J DEFGRID3
* xyz 1 5
Pt 0.159 0.128 0.235
Se -2.261 1.686 -5.924
Se 2.422 -1.321 -0.866
P -0.197 0.971 -5.762
P 2.357 -0.104 -2.619
F -0.578 -3.076 4.414
F -1.001 -2.349 1.846
F 2.664 0.637 2.123
F 3.067 -0.119 4.676
F 1.446 -1.957 5.785
O -4.220 3.641 2.386
O -0.188 2.268 0.839
O -3.504 -0.701 0.596
N -1.354 1.159 -3.483
N -2.239 3.005 1.535
N -1.840 0.816 0.781
N -0.145 0.524 -1.844
N -1.348 0.985 -2.199
C -0.019 -1.782 2.526
C 2.082 -0.641 3.958
C 4.798 2.803 -1.163
C -4.777 2.199 -0.848
C 4.635 3.836 -2.072
C 4.110 1.609 -1.332
C 1.242 -1.595 4.539
C 0.121 -1.847 -8.637
C 3.418 -0.328 -5.200
C 0.142 -3.025 -7.899
C 0.644 0.395 -2.929
C 0.949 2.209 -6.366
C -0.141 0.818 -3.992
C 3.260 1.447 -2.421
C -5.272 1.626 0.477
C 0.191 -2.173 3.823
C 3.871 -2.431 -6.272
C -3.576 2.770 1.863
C 0.030 -0.590 -6.591
C 0.088 -2.986 -6.513
C 0.057 -0.627 -7.987
C -4.152 1.405 1.513
C -1.418 2.039 1.049
C -4.732 0.787 2.798
C 3.077 2.501 -3.321
C -3.678 0.480 3.858
C 2.967 -2.394 -4.044
C 1.852 -0.264 2.661
C -3.151 0.407 0.920
C 2.700 4.212 -7.134
C 3.769 3.687 -3.148
C 0.754 -0.765 1.925
C 0.027 -1.770 -5.852
C 0.766 3.512 -5.895
C 2.953 -1.000 -4.071
C 2.004 1.912 -7.226
C 3.424 -3.104 -5.145
C 1.645 4.509 -6.278
C 3.871 -1.044 -6.297
C 2.879 2.920 -7.607
H -5.251 -0.126 2.509
H -6.006 2.296 0.925
H 2.368 2.422 -4.136
H -1.848 3.911 1.752
H -5.748 0.659 0.316
H -4.034 1.547 -1.316
H 0.085 -3.905 -5.942
H -0.064 3.741 -5.235
H -3.151 1.385 4.174
H -4.140 0.047 4.745
H -5.607 2.309 -1.546
H 1.505 5.518 -5.914
H -2.942 -0.240 3.488
H 0.141 -1.880 -9.718
H 4.246 -0.517 -7.166
H 5.456 2.925 -0.314
H 2.629 -2.921 -3.162
H 3.621 4.499 -3.849
H 3.700 2.695 -8.276
H 3.382 4.995 -7.439
H 5.173 4.766 -1.937
H -5.467 1.487 3.195
H 3.466 0.750 -5.221
H 0.005 0.287 -8.566
H 2.156 0.904 -7.582
H 3.438 -4.185 -5.115
H 4.237 -2.987 -7.126
H 4.233 0.805 -0.618
H -0.031 -1.745 -4.771
H 0.187 -3.977 -8.410
H -4.330 3.188 -0.716
*
```

Calculated values
**Frontier orbital gap (spin up / spin down)**: 0.241 / 0.209 hartree
**Electronic energy**: -8146.30877 Ha
**LUMO energy (spin up / spin down)**: -0.11155 / -0.21408 Eh
**M**: 1139.66 g mol⁻¹

---

[2]
DFT (the ωB97M-V functional and the def2-TZVPD basis) results for C20H43OP3STc as an isolated structure at a distorted geometry.

```
! wB97M-V def2-TZVPD RIJCOSX def2/J DEFGRID3
* xyz 4 4
Tc 0.592 0.075 0.308
S -0.046 -4.175 -3.098
P -0.444 1.970 1.266
P -1.881 -0.543 0.129
P 2.545 1.163 0.481
O 0.704 -1.062 1.807
C -2.937 0.551 -0.925
C 1.841 -0.563 -2.315
C -1.407 -0.393 -3.855
C -2.003 2.146 2.267
C -2.950 -0.723 1.635
C -0.833 3.257 0.007
C 2.586 2.811 -0.334
C -0.925 -2.775 -3.707
C 2.065 -1.642 -1.546
C 0.858 -1.328 3.031
C 4.048 0.389 -0.196
C 3.326 1.440 2.131
C -1.768 -3.001 -4.798
C -0.814 -1.462 -3.215
C -2.424 -1.950 -5.402
C 0.502 2.963 2.511
C -2.263 -2.221 -0.516
C -0.138 -0.962 4.062
C 2.087 -1.997 3.497
C -2.209 -0.638 -4.957
H -1.161 4.161 0.535
H -1.989 1.468 3.130
H -3.661 0.104 1.709
H -1.207 0.616 -3.482
H -2.384 0.905 -1.800
H -3.090 -2.119 -6.241
H 1.793 -1.829 -0.490
H 2.677 1.957 2.838
H -1.558 -2.942 -0.089
H 4.813 1.166 -0.310
H -2.066 3.173 2.663
H -3.277 -2.505 -0.222
H -1.097 -1.472 3.913
H 1.707 -0.766 -3.397
H 1.424 3.384 2.101
H -2.674 0.192 -5.445
H 4.228 2.045 1.957
H -0.231 -1.300 -2.313
H 0.051 3.485 -0.596
H -3.313 1.420 -0.373
H 0.729 2.322 3.374
H -3.788 -0.042 -1.276
H 3.609 0.468 2.555
H 1.812 -2.731 4.259
H -0.122 3.796 2.862
H -3.528 -1.649 1.553
H -2.906 1.967 1.679
H -0.321 0.123 4.106
H 2.776 -1.287 3.975
H 1.941 0.508 -2.084
H 3.820 -0.063 -1.161
H -0.781 -4.455 -2.063
H 2.599 -2.477 -2.023
H -1.636 2.904 -0.649
H -2.198 -2.275 -1.609
H -2.358 -0.780 2.552
H 3.627 2.996 -0.623
H 1.961 2.818 -1.234
H -1.841 -4.045 -5.113
H 2.243 3.604 0.338
H 4.400 -0.392 0.489
H 2.619 -2.508 2.696
H 0.242 -1.276 5.042
*
```

Calculated values
**Relative energy (zero: lowest compared OMol25 entry of this formula, charge and spin)**: 70.11 kcal per mole
**Frontier orbital gap (spin up / spin down)**: 0.259 / 0.197 hartree
**Electronic energy**: -2364.42769 Ha
**LUMO energy (spin up / spin down)**: -0.51950 / -0.56403 Eh
**M**: 522.55 g mol⁻¹

---

[3]
DFT (the ωB97M-V functional and the def2-TZVPD basis) results for C15H12FN4O5Pt as an isolated structure at a distorted geometry.

```
! wB97M-V def2-TZVPD RIJCOSX def2/J DEFGRID3
* xyz -1 3
Pt 0.000 0.000 0.000
F 5.102 0.100 2.395
O 1.963 -1.271 -1.770
O -0.584 -0.450 -1.827
O 1.804 3.654 -0.350
O 4.530 -2.525 1.728
O 0.412 1.906 0.141
N 2.934 0.416 -0.487
N -1.576 -0.479 1.185
N 3.179 -1.848 0.027
N -3.694 -1.272 1.536
C -4.219 -1.824 -1.341
C -2.733 -1.015 0.521
C 2.629 -0.901 -0.805
C -2.972 -1.285 -0.942
C 3.751 0.743 0.582
C 4.024 -1.614 1.079
C -2.308 -1.306 -3.292
C -1.993 -1.021 -1.955
C 4.296 -0.192 1.356
C -4.496 -2.095 -2.681
C 1.409 2.452 -0.412
C -3.541 -1.836 -3.656
C -3.063 -0.879 2.729
C -1.808 -0.422 2.415
C 2.311 1.519 -1.249
H 3.920 1.799 0.772
H -3.757 -2.046 -4.696
H 2.971 -2.806 -0.200
H 1.704 1.115 -2.066
H -1.060 -0.047 3.084
H -4.997 -2.045 -0.627
H 3.125 2.092 -1.710
H 1.384 -0.919 0.436
H -1.572 -1.108 -4.063
H -3.496 -0.931 3.721
H -5.457 -2.508 -2.962
H -4.644 -1.655 1.462
*
```

Calculated values
**Relative energy (zero: lowest compared OMol25 entry of this formula, charge and spin)**: 0.00 kcal per mole
**Frontier orbital gap (spin up / spin down)**: 0.195 / 0.216 hartree
**Electronic energy**: -1393.12653 Ha
**LUMO energy (spin up / spin down)**: 0.08810 / 0.08768 Eh
**M**: 542.36 g mol⁻¹

---

[4]
DFT (the ωB97M-V functional and the def2-TZVPD basis) results for a 2-piece molecular cluster, C3H10O overall at a distorted geometry.

```
! wB97M-V def2-TZVPD RIJCOSX def2/J DEFGRID3
* xyz 0 1
O -0.915 -0.785 0.962
C -0.670 -1.953 1.604
C 0.383 1.358 -1.736
C 0.792 1.151 -0.309
H -0.990 -0.819 -0.055
H 0.304 -2.315 1.600
H -0.321 0.635 -2.067
H 0.143 0.668 0.467
H 1.035 2.069 0.119
H 1.237 1.434 -2.382
H -0.185 2.219 -1.724
H 1.769 0.635 -0.186
H -1.451 -2.659 1.229
H -1.131 -1.637 2.476
*
```

Calculated values
**Relative energy (zero: lowest compared OMol25 entry of this formula, charge and spin)**: 44.14 kcal per mole
**Frontier orbital gap**: 0.405 hartree
**Electronic energy**: -195.45859 Ha
**LUMO energy**: 0.03410 Eh
**M**: 62.11 g mol⁻¹
**SMILES string**: CC.CO

---

[5]
DFT (the ωB97M-V functional and the def2-TZVPD basis) results for a 10-piece molecular cluster, C31H89N13O10 overall at a distorted geometry.

```
! wB97M-V def2-TZVPD RIJCOSX def2/J DEFGRID3
* xyz 1 2
O 0.812 0.804 -6.645
O 0.710 4.795 1.129
O 3.508 -1.705 -0.127
O 1.123 -2.405 6.140
O -1.625 1.283 -1.048
O -1.174 -4.827 -4.512
O 3.592 1.371 4.915
O -2.662 -1.412 -4.316
O -4.915 -4.023 -0.006
O -0.575 5.645 -4.153
N 0.065 3.535 -6.409
N 0.078 -5.055 -2.627
N 2.441 -1.801 -3.484
N -4.747 -1.118 -3.679
N -0.621 -2.073 0.063
N 0.307 -0.256 -4.828
N -1.244 0.152 -6.263
N -4.184 -2.853 -4.996
N 1.665 3.217 5.585
N -1.133 -3.349 -2.960
N -0.048 -3.857 2.871
N -5.597 -6.101 3.058
N 0.563 5.577 4.052
C -4.764 -4.473 1.314
C -0.656 6.983 -3.619
C 3.581 -1.232 -1.446
C 1.513 6.072 3.126
C 2.379 3.737 -5.583
C 2.009 -2.987 3.423
C 2.653 -2.260 -2.128
C 0.973 3.839 0.068
C 0.802 -1.431 7.046
C 1.169 1.973 5.093
C -1.021 -0.719 0.283
C 4.251 -0.969 0.865
C 3.468 -3.544 -2.269
C -4.021 -2.959 -0.237
C -5.878 -5.582 1.715
C -7.262 -4.965 1.757
C 0.933 4.003 -5.314
C 0.821 -3.638 4.014
C 0.061 0.014 1.117
C -0.196 2.128 4.393
C 2.755 6.244 4.002
C 1.830 5.054 1.955
C -3.827 -1.792 -4.325
C -1.152 -0.067 -1.153
C -0.754 -4.432 -3.461
C 0.226 -2.633 5.030
C 0.656 5.413 -4.958
C 4.689 1.096 4.113
C -0.002 0.330 -5.907
C -1.648 2.087 -2.158
C 2.279 1.354 4.248
H 0.411 -4.643 -1.767
H -0.458 -0.802 -4.459
H -0.010 3.458 -0.208
H 4.796 0.044 3.848
H -2.419 1.642 -2.787
H -0.306 2.983 3.726
H -4.741 -6.607 2.885
H 3.141 5.358 4.505
H 2.532 4.299 -6.504
H -7.476 -4.567 2.749
H 2.466 -3.561 2.616
H -4.254 -2.468 -1.182
H 4.443 -3.214 -2.630
H -0.284 5.516 3.505
H -4.371 -0.302 -3.217
H 1.860 -1.952 3.115
H 0.368 -1.991 -0.124
H -2.046 -0.679 0.652
H -5.144 -3.085 -4.786
H 3.086 4.116 -4.845
H -1.812 3.129 -1.880
H -7.235 -4.136 1.051
H -0.197 1.070 1.191
H -1.561 0.679 -7.064
H 0.480 -5.895 -3.018
H -3.538 -3.561 -5.316
H -0.180 -0.292 -1.593
H 1.501 4.428 -0.682
H 2.395 5.704 1.287
H 2.915 -4.255 -2.882
H 2.743 -2.893 4.223
H 3.248 -0.206 -1.602
H -4.804 -3.637 2.013
H 2.670 3.315 5.580
H -3.928 -2.082 0.404
H 2.497 2.691 -5.868
H -5.916 -6.398 0.993
H 4.651 1.857 3.334
H 1.117 6.982 2.675
H 1.757 -2.393 -1.522
H -0.921 2.226 5.201
H -0.960 -4.204 3.131
H -3.033 -3.392 -0.392
H 2.424 4.158 2.138
H -0.728 2.164 -2.738
H 0.835 -0.500 6.482
H -1.607 7.163 -3.117
H 2.475 7.053 4.676
H 0.035 7.139 -2.791
H 1.098 -0.157 0.827
H 3.347 -1.631 -3.897
H 1.539 2.957 0.369
H -1.922 -0.641 -1.670
H 5.221 -0.713 0.440
H -0.120 -1.676 4.639
H 4.334 -1.649 1.714
H 3.741 -0.057 1.174
H -0.199 -1.371 7.473
H 1.328 3.999 5.042
H 5.502 1.389 4.777
H 0.778 6.059 -5.828
H -0.063 -0.428 2.106
H -0.574 -2.502 0.976
H -1.851 -0.101 -5.497
H 1.059 1.390 6.007
H -5.663 -1.520 -3.542
H 1.465 -1.353 7.908
H -1.908 -2.840 -3.360
H -5.351 -5.408 3.750
H 0.356 2.584 -6.588
H 3.512 -3.991 -1.276
H 0.283 -4.739 2.509
H -0.413 1.150 3.963
H 0.506 6.414 4.613
H 0.696 3.290 -4.524
H 2.169 -2.675 -3.912
H 2.027 0.300 4.128
H -0.902 3.473 -6.123
H 3.493 6.730 3.364
H 1.112 -4.605 4.425
H -0.336 7.640 -4.428
H 1.254 -0.487 -4.560
H 4.602 -1.313 -1.818
H -0.632 -3.139 5.471
H 2.390 1.708 3.224
H 1.419 5.652 -4.218
H -3.757 -4.889 1.273
H -0.527 -2.905 -2.285
H -8.140 -5.588 1.584
*
```

Calculated values
**Relative energy (zero: lowest compared OMol25 entry of this formula, charge and spin)**: 4.52 kcal per mole
**Frontier orbital gap (spin up / spin down)**: 0.267 / 0.069 hartree
**Electronic energy**: -2698.24433 Ha
**LUMO energy (spin up / spin down)**: -0.08291 / -0.28088 Eh
**M**: 804.13 g mol⁻¹

---

[6]
DFT (the ωB97M-V functional and the def2-TZVPD basis) results for a 2-piece molecular cluster, C11H16N2O overall at a distorted geometry.

```
! wB97M-V def2-TZVPD RIJCOSX def2/J DEFGRID3
* xyz 0 1
O 2.450 2.005 -0.254
N 1.408 1.680 -2.169
N 2.009 1.229 -1.088
C 0.332 -2.305 -2.253
C 1.416 0.551 2.340
C -0.896 -2.126 -2.917
C -0.035 0.384 1.723
C -0.620 1.822 1.767
C -0.322 -0.697 -0.528
C 0.146 0.286 0.283
C -1.646 -0.726 -1.155
C -1.013 -0.431 2.538
C 0.608 -1.608 -1.105
C -1.890 -1.327 -2.389
H -1.462 1.949 1.079
H -2.049 -0.303 2.276
H 1.888 1.240 1.693
H -0.712 -1.521 2.776
H -2.449 -0.247 -0.639
H 1.074 -2.947 -2.775
H -0.958 2.155 2.753
H 1.527 0.925 -2.837
H 1.226 0.578 3.386
H 0.176 2.487 1.583
H -1.186 -2.685 -3.787
H 1.486 -1.495 -0.423
H -1.021 0.003 3.580
H 1.337 2.616 -2.563
H -2.694 -1.033 -2.979
H 1.873 -0.461 2.082
*
```

Calculated values
**Relative energy (zero: lowest compared OMol25 entry of this formula, charge and spin)**: 177.48 kcal per mole
**Frontier orbital gap (spin up / spin down)**: 0.256 / 0.254 hartree
**Electronic energy**: -613.20774 Ha
**LUMO energy (spin up / spin down)**: -0.00665 / -0.01023 Eh
**M**: 192.26 g mol⁻¹